DFT (the ωB97M-V functional and the def2-TZVPD basis) results for 6 unconnected molecules or ions with the total composition C3H18N6O6.

```
33
Properties=species:S:1:pos:R:3:mulliken_charge:R:1
N 2.30233 2.51286 1.69095 -0.4382
C 2.12076 1.85302 0.52104 0.7798
N 2.76482 0.65389 0.40034 -0.4300
O 1.49804 2.27582 -0.46029 -0.7790
H 1.69761 3.29152 1.87703 0.2310
H 2.85017 2.07460 2.40429 0.1700
H 3.20533 0.18042 1.16525 0.1681
H 2.71945 0.27290 -0.52689 0.2123
N 0.20305 -2.96117 -0.22503 -0.4632
C -0.76894 -2.39548 -1.01039 0.6821
N -0.35821 -2.05050 -2.27616 -0.3916
O -1.93476 -2.23063 -0.68548 -0.5611
H 1.06118 -3.20339 -0.67667 0.1718
H -0.19409 -3.36666 0.60627 0.2368
H -1.02039 -1.54281 -2.83765 0.2087
H 0.49948 -2.35943 -2.69098 0.1520
N -2.06545 1.13189 -1.42190 -0.2176
C -1.52254 1.44831 -2.63253 0.4788
N -0.17689 1.66777 -2.59166 -0.2306
O -2.18554 1.42831 -3.67530 -0.6967
H -1.40751 0.71119 -0.79202 0.0346
H -3.03631 0.90508 -1.32464 0.2452
H 0.28069 1.78129 -1.68430 0.3159
H 0.36968 1.79165 -3.41944 0.1886
O 0.52287 -0.61213 3.90890 -0.6774
H 1.28996 -1.12693 4.18268 0.3146
H -0.23433 -1.18510 4.08444 0.3251
O -0.21940 0.06601 1.21877 -0.6314
H 0.25615 -0.45352 0.56018 0.2043
H 0.19434 -0.17293 2.06640 0.2732
O -3.05343 -0.34422 1.11847 -0.5705
H -2.12354 -0.10038 1.27721 0.4000
H -3.53457 0.05874 1.84913 0.2942
```

Output
- energy (eV) = -24631.632
- LUMO level (eV) = -0.33
- structure (SMILES) = NC(N)=O.NC(N)=O.NC(N)=O.O.O.O
- gap between HOMO and LUMO (eV) = 8.248
- multiplicity = 1